Formula: C9H15N3OS
Source: the OMol25 dataset
Level of theory: wB97M-V/def2-TZVPD

Results
- Expectation value of S²: 2.007
- Multiplicity: 3
- Total charge: 0
- HOMO energy (spin up / spin down): -5.2 / -8.9 eV
- Orbital gap (spin up / spin down): 0.218 / 0.229 Ha

Bonds (Å) are listed after each position.
CARTESIAN COORDINATES (ANGSTROEM)
1 C 1.907 -1.492 -0.216  N10 1.367, N12 1.365, O13 1.196
2 C 2.407 0.650 -0.099  N11 1.430, N12 1.329, S14 1.643
3 C 0.130 0.104 -0.780  C4 1.568, C5 1.498, N12 1.408, H15 1.032
4 C -1.170 -0.358 -0.036  C3 1.568, C5 1.534, C6 1.526, C7 1.533
5 C -0.705 1.104 -0.042  C3 1.498, C4 1.534, C8 1.561, C9 1.518
6 C -2.103 -0.985 -1.067  C4 1.526, H16 1.012, H17 1.031, H18 1.057
7 C -1.158 -1.498 0.989  C4 1.533, H19 1.188, H20 1.100, H21 1.119
8 C -0.430 1.418 1.463  C5 1.561, H22 1.056, H23 1.107, H24 1.207
9 C -1.647 1.970 -0.858  C5 1.518, H25 1.007, H26 1.139, H27 1.071
10 N 3.191 -1.382 0.242  C1 1.367, N11 1.389, H28 0.998
11 N 3.548 -0.050 0.403  C2 1.430, N10 1.389, H29 1.012
12 N 1.439 -0.220 -0.371  C1 1.365, C2 1.329, C3 1.408
13 O 1.336 -2.517 -0.447  C1 1.196
14 S 2.322 2.282 -0.257  C2 1.643
15 H 0.141 0.229 -1.804  C3 1.032
16 H -3.050 -0.702 -0.850  C6 1.012
17 H -2.022 -2.008 -1.168  C6 1.031
18 H -2.014 -0.523 -2.014  C6 1.057
19 H -2.265 -1.928 1.022  C7 1.188
20 H -0.839 -1.129 1.974  C7 1.100
21 H -0.503 -2.368 0.731  C7 1.119
22 H -1.293 1.499 2.067  C8 1.056
23 H 0.003 2.434 1.536  C8 1.107
24 H 0.233 0.528 1.936  C8 1.207
25 H -2.575 2.061 -0.480  C9 1.007
26 H -1.753 1.663 -1.949  C9 1.139
27 H -1.178 2.933 -0.836  C9 1.071
28 H 3.628 -2.042 0.850  N10 0.998
29 H 4.422 0.329 0.061  N11 1.012

Formula: C2H3N5O2
Source: the OMol25 dataset
Level of theory: wB97M-V/def2-TZVPD

Results
- Total charge: 0
- Energy relative to the best compared isomer or geometry (same formula, charge and spin): 177.9 kJ/mol
- HOMO energy: -9.6 eV
- Orbital gap: 0.331 Ha
- SMILES string: [H]/N=c1/nc(O)nnn1O

Bonds (Å) are listed after each position.
CARTESIAN COORDINATES (ANGSTROEM)
1 H -2.391 1.451 -0.036  N2 1.013
2 N -1.458 1.843 -0.003  H1 1.013, C3 1.270
3 C -0.563 0.941 0.019  N2 1.270, N4 1.373, N9 1.408
4 N 0.783 1.212 0.011  C3 1.373, C5 1.284
5 C 1.567 0.196 0.035  N4 1.284, O6 1.333, N7 1.428
6 O 2.887 0.376 -0.014  C5 1.333, H11 0.960
7 N 1.218 -1.188 -0.002  C5 1.428, N8 1.296
8 N -0.051 -1.450 0.009  N7 1.296, N9 1.284
9 N -0.843 -0.439 0.038  C3 1.408, N8 1.284, O10 1.410
10 O -2.215 -0.756 -0.005  N9 1.410, H12 0.951
11 H 3.319 -0.481 -0.008  O6 0.960
12 H -2.253 -1.705 -0.044  O10 0.951

What is the formula in the first record?
C9H15N3OS